No. 1
20
Properties=species:S:1:pos:R:3 method="wB97M-V/def2-TZVPD" total_charge=+1 homo_ev="-14.684 / -14.354" orbital_gap_ev="11.3 / 5.6" spin_multiplicity=2 e_lumo_ev="-3.335 / -8.788"
O 0.13 3.09 -0.08
C 0.09 1.89 -0.10
N 0.86 1.16 0.82
C 0.50 -0.10 1.40
N -0.37 0.12 2.49
C -0.73 1.09 -1.09
C 0.18 0.13 -1.89
H 1.21 1.79 1.54
H 1.43 -0.62 1.65
H -0.01 -0.80 0.70
H -1.24 0.65 2.35
H -0.41 -0.42 3.34
H -1.43 0.54 -0.44
H -1.43 1.65 -1.69
H 1.00 0.76 -2.27
H -0.37 -0.22 -2.76
H 0.56 -0.62 -1.21
H -0.59 -3.73 -0.61
H 0.77 -3.28 -0.97
O -0.15 -3.09 -1.17

***

No. 2
20
Properties=species:S:1:pos:R:3 method="wB97M-V/def2-TZVPD" total_charge=+1 homo_ev="-15.516 / -15.184" orbital_gap_ev="12.1 / 6.1" spin_multiplicity=2 e_lumo_ev="-3.454 / -9.035"
O 0.71 -0.31 1.98
C 0.66 -0.01 0.82
N 0.48 -1.11 -0.07
C 0.38 -1.18 -1.52
N -0.80 -0.52 -1.99
C 0.96 1.35 0.24
C 0.22 2.44 1.03
H 0.71 -1.99 0.38
H 1.27 -0.76 -2.00
H 0.38 -2.22 -1.80
H -1.64 -0.99 -1.69
H -0.85 0.49 -1.94
H 0.80 1.45 -0.83
H 2.03 1.43 0.44
H -0.64 2.82 0.50
H -0.20 2.05 1.96
H 0.82 3.26 1.41
H -1.88 -2.13 0.24
H -1.31 -2.14 1.68
O -2.09 -1.93 1.15

***

Short version: energy relative to the best compared isomer or geometry (same formula, charge and spin) = 43.1; 48.5 kcal/mol, in the order given.
Short version: max |F| = 0.0483; 0.0274 Eh/bohr, in the order given.